No. 1
Formula: C5H13N3
Source: the OMol25 dataset
Level of theory: ωB97M-V with the def2-TZVPD basis set

Last column: natural (NBO) charge in e.
Cartesian coordinates (Å):
C1 -1.4492 -0.9931 -0.9747  0.096
C2 -0.1070 1.5881 -0.0508  -0.435
C3 -0.7195 -0.0128 1.6142  -0.435
N1 -0.2073 0.1642 0.2572  -0.450
N2 -1.5439 -0.6725 -2.2919  -0.767
H1 -0.7334 -0.9245 -2.8435  0.417
H2 -1.9252 0.2358 -2.5110  0.381
H3 -2.3107 -0.6886 -0.3938  0.174
H4 -1.1246 -2.0015 -0.7798  0.233
H5 0.5680 2.1226 0.6301  0.201
H6 -0.7462 -1.0799 1.8343  0.210
H7 -1.0873 2.0742 0.0048  0.181
H8 0.2452 1.7114 -1.0760  0.212
H9 -0.0811 0.4633 2.3700  0.196
H10 -1.7154 0.4313 1.7262  0.186
C4 2.3985 -0.1926 0.7490  -0.702
C5 1.2972 -0.6283 -0.1792  0.293
N3 1.2621 -1.4277 -1.0901  -0.646
H11 3.1799 -0.9492 0.7481  0.244
H12 2.7960 0.7962 0.5015  0.215
H13 2.0041 -0.0164 1.7556  0.197

Output
E	-362.44180	Eh
HOMO energy	-6.8	eV
2S+1	1

No. 2
Formula: C23H43N5O5
Source: the OMol25 dataset
Level of theory: ωB97M-V with the def2-TZVPD basis set

Last column: Löwdin charge in e.
Cartesian coordinates (Å):
C1 0.8282 3.3536 -3.3448  -0.103
N1 2.0209 3.6988 -4.0239  -0.184
C2 3.1398 3.9370 -3.0716  -0.027
C3 2.1721 3.8297 -5.3701  -0.373
O1 3.0996 4.3355 -5.8904  0.057
H1 0.7357 2.2837 -3.1580  0.069
H2 -0.0906 3.5343 -3.9028  0.084
H3 0.6777 3.8857 -2.4055  0.078
H4 4.0242 4.2053 -3.6494  0.083
H5 2.9371 4.5962 -2.2275  0.086
H6 3.3604 2.9842 -2.5903  0.080
H7 1.2304 3.4705 -5.8132  0.133
C4 1.2001 -2.9233 -3.8930  -0.034
C5 2.6747 -2.7876 -3.7900  -0.513
C6 3.4852 -3.5854 -4.7194  -0.024
O2 3.2155 -1.9631 -3.0181  0.018
H8 0.8266 -2.1304 -4.5409  0.104
H9 0.7889 -2.8467 -2.8865  0.059
H10 1.0744 -3.9201 -4.3156  0.082
H11 4.4579 -3.0973 -4.7802  0.096
H12 2.9244 -3.4876 -5.6490  0.089
H13 3.4496 -4.6493 -4.4850  0.099
C7 -2.8210 2.7692 -1.4104  -0.012
C8 -2.0758 3.2931 -0.2027  -0.440
C9 -2.7471 3.5207 1.1428  -0.017
O3 -0.8739 3.6544 -0.3067  -0.003
H14 -3.4447 3.6357 -1.6299  0.089
H15 -3.4397 1.8922 -1.2203  0.088
H16 -2.0835 2.6642 -2.2061  0.068
H17 -2.8968 2.6782 1.8180  0.036
H18 -3.7186 3.9878 0.9813  0.084
H19 -2.1835 4.2015 1.7808  0.072
C10 -1.3421 -2.3765 3.8599  -0.021
C11 -0.3482 -3.4865 3.7569  -0.516
C12 -0.5672 -4.6960 2.8925  -0.018
O4 0.6045 -3.5291 4.5282  0.032
H20 -0.9758 -1.6066 4.5391  0.085
H21 -2.3255 -2.7711 4.1155  0.091
H22 -1.3085 -2.0089 2.8343  0.069
H23 0.2818 -5.3779 2.8446  0.091
H24 -0.5614 -4.2746 1.8873  0.056
H25 -1.5975 -4.9495 3.1418  0.092
C13 -3.4163 1.0192 3.7915  -0.023
C14 -2.4887 1.8841 4.6784  -0.422
C15 -2.3789 1.4802 6.1751  -0.014
O5 -1.9618 2.9019 4.2313  0.036
H26 -3.0259 1.0487 2.7742  0.026
H27 -4.4336 1.4009 3.7043  0.089
H28 -3.3702 0.0372 4.2622  0.058
H29 -1.4959 1.9831 6.5696  0.081
H30 -2.3527 0.3907 6.1601  0.061
H31 -3.2082 1.7528 6.8278  0.082
C16 1.0414 3.1772 2.2043  -0.087
C17 0.5889 4.3846 2.7987  -0.318
N2 0.2494 5.3764 3.2632  0.143
H32 1.4913 3.3668 1.2297  0.082
H33 0.1873 2.5000 2.2021  0.052
H34 1.8057 2.6865 2.8069  0.086
C18 0.5377 -0.0457 -0.7938  -0.057
C19 -0.3293 0.2213 0.3029  -0.271
N3 -1.1137 0.4068 1.1160  0.192
H35 0.4824 0.4460 -1.7650  0.075
H36 0.3952 -1.1128 -0.9644  0.052
H37 1.5932 0.0296 -0.5325  0.087
C20 2.7758 -2.8914 1.3330  -0.038
C21 2.5071 -3.7692 0.1964  -0.282
N4 2.3202 -4.5364 -0.6401  0.136
H38 3.8565 -2.7783 1.4186  0.092
H39 2.4584 -3.4327 2.2243  0.077
H40 2.2037 -1.9939 1.0977  0.071
C22 -1.3682 -4.6905 -2.3679  -0.069
C23 -1.5148 -3.7003 -1.3288  -0.289
N5 -1.6829 -2.9054 -0.5218  0.153
H41 -0.4864 -5.3309 -2.3862  0.089
H42 -1.3478 -4.0456 -3.2464  0.072
H43 -2.3264 -5.2046 -2.4435  0.090

Output
SMILES string	CN(C)C=O.CC(C)=O.CC(C)=O.CC(C)=O.CC(C)=O.CC#N.CC#N.CC#N.CC#N
E	-1552.03615	Eh
HOMO energy	-9.2	eV
2S+1	1

No. 3
Formula: C2HCl2NO
Source: the OMol25 dataset
Level of theory: ωB97M-V with the def2-TZVPD basis set

Last column: natural (NBO) charge in e.
Cartesian coordinates (Å):
H1 -0.2230 0.2030 -0.5755  0.365
N1 0.1126 -0.0582 0.4180  -0.597
C1 0.4897 -1.2216 0.2827  0.166
Cl1 0.1919 -2.3531 -0.9794  0.027
C2 1.6273 -1.8341 1.6504  0.483
O1 2.0223 -2.9169 1.7588  -0.471
Cl2 2.0319 -0.5446 2.6842  0.028

Output
SMILES string	[H]/N=C(\Cl)C(=O)Cl
E	-1127.14046	Eh
HOMO energy	-10.4	eV
2S+1	1

No. 4
Formula: C3H4F3N
Source: the OMol25 dataset
Level of theory: ωB97M-V with the def2-TZVPD basis set

Last column: natural (NBO) charge in e.
Cartesian coordinates (Å):
F1 3.1704 -1.2154 0.1987  -0.341
C1 2.2341 -0.3578 0.6501  0.965
F2 2.7380 0.8138 0.4686  -0.304
F3 2.2446 -0.5629 1.9293  -0.309
C2 0.8883 -0.5155 -0.1055  -0.174
C3 -0.2655 0.2710 0.4745  -0.262
N1 0.3612 0.5657 -0.8674  -0.578
H1 0.5242 -1.5200 -0.3833  0.219
H2 -1.2432 -0.0448 0.4708  0.208
H3 0.1602 1.0160 1.0710  0.208
H4 -0.2991 0.4077 -1.5998  0.370

Output
SMILES string	FC(F)(F)[C@H]1CN1
E	-471.01375	Eh
HOMO energy	-10.1	eV
2S+1	1

No. 5
Formula: C4H10N
Source: the OMol25 dataset
Level of theory: ωB97M-V with the def2-TZVPD basis set

Last column: natural (NBO) charge in e.
Cartesian coordinates (Å):
C1 0.3714 -2.0158 0.1175  -0.630
C2 -0.1610 -1.1520 -1.0174  -0.439
C3 -0.1994 0.3095 -0.6280  -0.085
C4 -0.0359 0.8050 0.5868  -0.123
N1 -0.0369 2.2952 0.7314  -0.681
H1 1.4214 -1.8625 0.3472  0.226
H2 -0.2772 -2.0017 0.9714  0.210
H3 0.2835 -3.0695 -0.1677  0.243
H4 0.5054 -1.2335 -1.8655  0.243
H5 -1.1891 -1.3632 -1.2943  0.245
H6 -0.4239 1.0042 -1.4392  0.207
H7 -0.1220 0.2822 1.5262  0.245
H8 -0.9480 2.6853 0.9861  0.444
H9 0.1322 2.6555 -0.2120  0.444
H10 0.6796 2.6614 1.3574  0.451

Output
net charge	+1
SMILES string	CC/C=C/[NH3+]
E	-212.87879	Eh
HOMO energy	-15.0	eV
2S+1	1

No. 6
Formula: C22H29N5O2
Source: the OMol25 dataset
Level of theory: ωB97M-V with the def2-TZVPD basis set

Last column: natural (NBO) charge in e.
Cartesian coordinates (Å):
C1 -0.1689 4.2832 5.3228  -0.599
C2 -0.7924 3.7120 4.0550  -0.395
C3 -0.0817 2.4346 3.6119  -0.393
C4 -0.5871 1.8857 2.2786  -0.399
C5 -2.0182 1.3496 2.3589  -0.226
N1 -2.4275 0.7547 1.1047  -0.615
C6 -2.3215 -0.5632 0.8782  0.706
O1 -2.0566 -1.4004 1.7115  -0.614
C7 -2.5763 -0.8894 -0.6193  -0.469
C8 -2.8683 -2.2725 -0.8869  0.312
N2 -3.1664 -3.3488 -1.1302  -0.294
C9 -1.4008 -0.3220 -1.3918  0.195
N3 -1.5063 0.9639 -1.5859  -0.422
C10 -0.6130 1.6010 -2.3769  0.135
C11 -0.6824 2.9896 -2.5687  -0.194
C12 0.1686 3.5874 -3.4599  -0.224
C13 1.0992 2.8246 -4.1830  -0.194
C14 1.1923 1.4705 -4.0071  -0.198
C15 0.3489 0.8304 -3.0791  0.131
N4 0.4885 -0.4807 -2.8235  -0.458
C16 -0.2976 -1.0689 -1.9352  0.374
N5 -0.0715 -2.3864 -1.6782  -0.407
C17 -0.0939 -2.9389 -0.3378  -0.269
C18 1.3008 -2.7979 0.2996  0.108
C19 1.3242 -3.4125 1.6903  -0.624
O2 2.2766 -3.4416 -0.4914  -0.538
C20 2.3244 -2.9298 -1.8110  0.087
C21 3.3860 -3.7055 -2.5750  -0.617
C22 0.9439 -3.0545 -2.4736  -0.246
H1 0.8788 4.5253 5.1585  0.201
H2 -0.2293 3.5616 6.1344  0.202
H3 -0.6862 5.1890 5.6298  0.209
H4 -0.7318 4.4544 3.2557  0.193
H5 -1.8474 3.5048 4.2410  0.193
H6 0.9857 2.6462 3.5148  0.204
H7 -0.1971 1.6692 4.3820  0.199
H8 0.0643 1.0668 1.9624  0.208
H9 -0.5356 2.6671 1.5155  0.194
H10 -2.0837 0.5699 3.1210  0.227
H11 -2.7197 2.1509 2.6010  0.198
H12 -2.4452 1.3598 0.2896  0.423
H13 -3.4615 -0.3134 -0.9202  0.287
H14 -1.4135 3.5575 -2.0132  0.217
H15 0.1244 4.6547 -3.6175  0.217
H16 1.7523 3.3223 -4.8848  0.217
H17 1.9121 0.8731 -4.5444  0.224
H18 -0.8184 -2.4532 0.3071  0.246
H19 -0.3539 -3.9982 -0.4150  0.217
H20 1.5411 -1.7181 0.3573  0.153
H21 2.3041 -3.2768 2.1387  0.219
H22 0.5688 -2.9422 2.3133  0.223
H23 1.1189 -4.4768 1.6199  0.214
H24 2.5894 -1.8587 -1.7746  0.172
H25 4.3412 -3.6164 -2.0657  0.222
H26 3.4781 -3.3160 -3.5844  0.211
H27 3.1142 -4.7567 -2.6161  0.211
H28 0.9620 -2.6103 -3.4672  0.239
H29 0.6649 -4.1100 -2.5360  0.206

Output
SMILES string	CCCCCNC(=O)[C@H](C#N)c1nc2ccccc2nc1N1C[C@@H](C)O[C@@H](C)C1
E	-1280.01435	Eh
HOMO energy	-8.1	eV
2S+1	1

What did the first record say?
Formula: C5H13N3
Source: the OMol25 dataset
Level of theory: ωB97M-V with the def2-TZVPD basis set

Last column: natural (NBO) charge in e.
Cartesian coordinates (Å):
C1 -1.4492 -0.9931 -0.9747  0.096
C2 -0.1070 1.5881 -0.0508  -0.435
C3 -0.7195 -0.0128 1.6142  -0.435
N1 -0.2073 0.1642 0.2572  -0.450
N2 -1.5439 -0.6725 -2.2919  -0.767
H1 -0.7334 -0.9245 -2.8435  0.417
H2 -1.9252 0.2358 -2.5110  0.381
H3 -2.3107 -0.6886 -0.3938  0.174
H4 -1.1246 -2.0015 -0.7798  0.233
H5 0.5680 2.1226 0.6301  0.201
H6 -0.7462 -1.0799 1.8343  0.210
H7 -1.0873 2.0742 0.0048  0.181
H8 0.2452 1.7114 -1.0760  0.212
H9 -0.0811 0.4633 2.3700  0.196
H10 -1.7154 0.4313 1.7262  0.186
C4 2.3985 -0.1926 0.7490  -0.702
C5 1.2972 -0.6283 -0.1792  0.293
N3 1.2621 -1.4277 -1.0901  -0.646
H11 3.1799 -0.9492 0.7481  0.244
H12 2.7960 0.7962 0.5015  0.215
H13 2.0041 -0.0164 1.7556  0.197

Output
E	-362.44180	Eh
HOMO energy	-6.8	eV
2S+1	1